[1]
Below is a single C17H19NO4S molecule, with properties calculated with wB97M-V/def2-TZVPD.

```
42
Properties=species:S:1:pos:R:3:mulliken_charge:R:1
C -2.9618 -3.0038 4.8911 -0.712
H -2.9562 -3.9120 5.4935 0.292
H -3.8191 -3.0193 4.2161 0.254
H -3.0316 -2.1335 5.5458 0.277
O -1.7386 -3.0296 4.1859 -0.454
C -1.3665 -2.0262 3.3534 0.253
C -0.0889 -2.1890 2.8141 -0.929
C 0.4581 -1.2679 1.9435 -0.550
C -0.2910 -0.1633 1.6024 -0.371
C -1.5587 0.0282 2.1133 -0.246
C -2.1213 -0.8873 2.9946 1.033
O -3.3727 -0.7328 3.5243 -0.440
C -4.1014 0.4290 3.2008 -0.944
H -5.0350 0.3447 3.7554 0.245
H -4.3185 0.4831 2.1301 0.352
H -3.5732 1.3347 3.5118 0.368
H -2.0832 0.9156 1.8018 0.627
S 0.3746 1.0438 0.4750 1.329
O -0.6131 2.0700 0.2688 -0.690
O 1.6863 1.4282 0.9055 -0.678
N 0.5212 0.1215 -0.9174 -0.259
H -0.2867 0.2592 -1.5065 0.372
C 1.7708 0.1856 -1.6486 0.101
C 1.8268 1.2722 -2.6896 0.310
C 1.3691 2.5700 -2.5864 -0.297
C 1.5091 3.4058 -3.6862 -0.801
C 2.0954 2.9439 -4.8534 -0.454
C 2.5523 1.6365 -4.9513 -0.666
C 2.4100 0.8014 -3.8611 0.188
C 2.8163 -0.6356 -3.7073 -0.833
H 3.8954 -0.6954 -3.5424 0.285
H 2.5787 -1.2337 -4.5875 0.380
C 2.0497 -1.0975 -2.4576 -0.853
H 1.0928 -1.5350 -2.7466 0.303
H 2.5997 -1.8363 -1.8789 0.303
H 3.0046 1.2800 -5.8654 0.443
H 2.1956 3.6076 -5.6998 0.382
H 1.1562 4.4248 -3.6315 0.418
H 0.9094 2.9157 -1.6720 0.397
H 2.5391 0.3564 -0.8873 0.406
H 1.4478 -1.3905 1.5376 0.439
H 0.4583 -3.0690 3.1118 0.423
```

Properties
DFT total energy   -38451.6286 eV
HOMO level   -8.41 eV
Relative energy (zero: lowest compared OMol25 entry of this formula, charge and spin)   210.9 kJ/mol

[2]
Below is a single C5H7N molecule in a non-equilibrium geometry, with properties calculated with wB97M-V/def2-TZVPD.

```
13
Properties=species:S:1:pos:R:3:mulliken_charge:R:1
C 0.8714 -0.5674 0.5951 -0.106
C 2.2949 -0.4514 0.7247 -0.188
C -0.1998 -0.1880 -0.0691 1.085
C -1.5340 -0.9087 -0.0375 -1.195
C -0.2107 1.1982 -0.5874 -1.413
N 2.5498 0.6436 0.2082 -0.470
H 2.8288 -1.1230 1.4593 0.264
H -1.6092 -1.7568 -0.7466 0.274
H -2.4072 -0.2816 -0.4295 0.317
H -1.8222 -1.3836 0.9689 0.290
H -0.0513 1.4541 -1.6099 0.290
H 0.4741 1.7843 -0.1076 0.461
H -1.1845 1.5802 -0.3688 0.389
```

Properties
DFT total energy   -6783.4007 eV
HOMO level (spin up / spin down)   -9.19 / -8.52 eV
Relative energy (zero: lowest compared OMol25 entry of this formula, charge and spin)   493.2 kJ/mol

[3]
Below is an isolated ion of composition C5H5N2O and charge +1 in a non-equilibrium geometry, with properties calculated with wB97M-V/def2-TZVPD.

```
13
Properties=species:S:1:pos:R:3:mulliken_charge:R:1
C 0.0849 0.6695 -0.5910 -0.314
C -0.8214 -0.4404 -0.1694 0.767
C 2.4947 0.2324 -0.3424 0.394
C 3.6866 0.0481 0.0202 0.303
C -2.1237 0.2677 0.3701 -1.161
N 1.3228 0.5051 -0.4162 0.087
N -0.5526 -1.6949 -0.1646 -0.581
O 4.8138 -0.1258 0.2650 -0.215
H -0.4056 1.5847 -0.7919 0.394
H -2.1518 0.3447 1.4700 0.319
H -2.2580 1.2739 0.0149 0.354
H -2.9922 -0.2180 0.0772 0.374
H -1.0975 -2.4470 0.2580 0.281
```

Properties
DFT total energy   -10281.7591 eV
HOMO level   -14.37 eV
Relative energy (zero: lowest compared OMol25 entry of this formula, charge and spin)   325.9 kJ/mol
Total charge   +1

[4]
Below is C26H40AsBaN5O6PS2 as an isolated structure in a non-equilibrium geometry, with properties calculated with wB97M-V/def2-TZVPD.

```
82
Properties=species:S:1:pos:R:3:mulliken_charge:R:1
Ba 0.1732 1.5040 -0.8101 1.643
S 0.0225 3.6042 1.3201 -0.414
C -0.9210 4.8637 0.5321 0.387
C -1.7573 5.6469 1.3416 -0.649
C -2.5512 6.6594 0.8309 -0.502
C -2.5335 6.9154 -0.5343 -0.482
C -1.7149 6.1576 -1.3544 -0.603
C -0.8912 5.1348 -0.8601 0.223
S 0.1226 4.2835 -2.0257 -0.487
H -1.7646 5.4292 2.4029 0.314
H -3.1833 7.2439 1.4915 0.306
H -3.1539 7.7017 -0.9518 0.319
H -1.6863 6.3389 -2.4220 0.310
O 1.5998 -1.5246 4.6048 -0.587
C 2.4190 -0.6230 5.1073 0.386
O 2.8395 -0.6962 6.2426 -0.681
C 2.8131 0.5011 4.2217 0.419
C 3.6180 1.5401 4.6194 -0.960
N 3.8207 2.3006 3.5296 -0.334
N 3.2032 1.8385 2.4446 0.156
C 2.5706 0.7497 2.8387 0.182
C 1.6818 0.0348 1.8569 -0.060
O 1.0992 -1.0030 2.2593 -0.881
O 1.5562 0.5176 0.7020 -0.073
H 1.4233 -1.3624 3.6199 0.463
H 4.0259 1.7684 5.5892 0.537
H 4.3236 3.1667 3.4658 0.155
O -1.3686 0.0341 -1.2062 -1.420
P -1.6274 -1.4205 -1.0507 -0.822
N -2.9503 -1.8281 -1.9713 0.310
C -3.9534 -2.8499 -1.6703 -0.299
C -4.6362 -3.1090 -3.0180 -0.728
C -3.5516 -2.7631 -4.0421 -0.574
C -2.9112 -1.5318 -3.4105 -0.586
N -2.0753 -1.8653 0.4747 0.973
C -1.4659 -2.8936 1.3173 0.113
C -2.4870 -3.0019 2.4438 -0.769
C -2.8323 -1.5295 2.7106 -0.694
C -2.7163 -0.8475 1.3355 -0.518
N -0.3635 -2.3320 -1.6083 0.494
C -0.4888 -3.7710 -1.8800 -0.260
C 0.7275 -4.3988 -1.2011 -0.695
C 1.7879 -3.3060 -1.3642 -0.780
C 1.0020 -2.0250 -1.1053 0.658
H -4.6630 -2.4931 -0.9202 0.210
H -3.4990 -3.7666 -1.2791 0.241
H -5.4773 -2.4239 -3.1411 0.332
H -5.0057 -4.1298 -3.1067 0.361
H -3.9517 -2.5697 -5.0368 0.393
H -2.8212 -3.5735 -4.1061 0.175
H -3.4988 -0.6351 -3.6346 0.369
H -1.8864 -1.3514 -3.7379 0.325
H -0.4974 -2.5760 1.7156 -0.079
H -1.3402 -3.8278 0.7672 0.077
H -2.0892 -3.5089 3.3220 0.381
H -3.3692 -3.5393 2.0877 0.299
H -2.0977 -1.1040 3.3940 0.310
H -3.8215 -1.4046 3.1473 0.348
H -2.1168 0.0630 1.4034 0.167
H -3.6865 -0.5722 0.9137 0.409
H -0.4381 -3.9456 -2.9614 0.335
H -1.4366 -4.1769 -1.5233 0.073
H 1.0093 -5.3475 -1.6574 0.493
H 0.5292 -4.5654 -0.1405 0.169
H 2.1685 -3.3148 -2.3886 0.324
H 2.6262 -3.4184 -0.6785 0.419
H 1.4252 -1.1626 -1.6211 0.096
H 0.9770 -1.8037 -0.0353 -0.641
C 3.1362 3.3396 -0.3650 -0.808
As 3.3795 1.6019 -1.1522 1.195
C 4.4758 0.3181 -0.1913 -1.181
C 4.6477 2.0492 -2.5642 -1.328
O 2.1017 0.9469 -1.9403 -0.973
H 4.1343 3.7223 -0.1418 0.445
H 2.5058 3.3397 0.5191 0.177
H 2.6475 3.9448 -1.1335 0.304
H 5.2521 0.8486 0.3565 0.339
H 4.9353 -0.3192 -0.9474 0.454
H 3.8862 -0.2828 0.4877 0.168
H 5.5864 2.4351 -2.1658 0.399
H 4.1882 2.7987 -3.2074 0.380
H 4.8395 1.1523 -3.1530 0.351
```

Properties
DFT total energy   -139845.0529 eV
HOMO level   -2.81 eV
Relative energy (zero: lowest compared OMol25 entry of this formula, charge and spin)   326.3 kJ/mol
Total charge   -1

[5]
Below is C41H27N8OSTi as an isolated structure, with properties calculated with wB97M-V/def2-TZVPD.

```
79
Properties=species:S:1:pos:R:3:mulliken_charge:R:1
Ti -0.0450 0.2563 -0.4142 -0.390
C -1.6054 0.2200 -6.8329 -0.711
C -2.8970 -0.0596 -6.3693 -0.672
C -3.1658 -0.1738 -5.0152 -0.205
C -2.1077 -0.0003 -4.1344 0.152
C -2.0351 -0.0634 -2.6719 -0.585
N -3.0366 -0.3172 -1.8719 -0.444
C -2.9749 -0.4227 -0.5384 -0.703
C -4.1087 -0.6347 0.3292 0.377
C -5.4776 -0.7729 0.0700 -0.337
C -6.3141 -0.9722 1.1432 -0.659
C -5.8169 -1.0345 2.4638 -0.702
C -4.4743 -0.8964 2.7273 -0.382
C -3.6162 -0.6930 1.6404 0.136
C -2.1866 -0.5217 1.5600 -1.028
N -1.3471 -0.5830 2.6102 -0.072
C -0.0555 -0.4173 2.5520 -0.804
N 0.7028 -0.0936 1.4459 1.249
C 2.0201 -0.0515 1.7721 -0.397
N 3.0452 0.2162 0.9808 -0.423
C 2.9553 0.4271 -0.3268 -0.398
N 1.8571 0.3050 -1.1179 0.960
C 2.1489 0.6385 -2.4124 -0.322
N 1.3435 0.6331 -3.4579 -0.444
C 0.0394 0.3840 -3.4158 -0.290
N -0.7252 0.1873 -2.3168 0.792
C -0.8225 0.2765 -4.5961 0.095
C -0.5505 0.3909 -5.9522 -0.137
C 3.5677 0.9870 -2.4639 0.063
C 4.3809 1.3982 -3.5129 -0.137
C 5.7075 1.6626 -3.2259 -0.684
C 6.2129 1.5224 -1.9239 -0.694
C 5.4019 1.1161 -0.8805 -0.197
C 4.0692 0.8488 -1.1711 0.135
C 2.1462 -0.3292 3.2080 0.231
C 3.2504 -0.3583 4.0437 -0.306
C 3.0269 -0.6104 5.3892 -0.707
C 1.7345 -0.8327 5.8765 -0.727
C 0.6326 -0.8076 5.0341 -0.370
C 0.8614 -0.5486 3.6932 0.201
N -1.8590 -0.3791 0.2512 1.734
H -1.4334 0.3044 -7.8980 0.400
H -3.6971 -0.1878 -7.0869 0.405
H -4.1605 -0.3884 -4.6484 0.565
H -5.8563 -0.7206 -0.9418 0.555
H -7.3785 -1.0822 0.9793 0.402
H -6.5109 -1.1915 3.2795 0.415
H -4.0847 -0.9400 3.7356 0.568
H 0.4500 0.6086 -6.3010 0.560
H 3.9812 1.5095 -4.5117 0.568
H 6.3717 1.9873 -4.0163 0.406
H 7.2565 1.7414 -1.7394 0.404
H 5.7806 1.0102 0.1271 0.570
H 4.2443 -0.1792 3.6559 0.567
H 3.8625 -0.6328 6.0766 0.425
H 1.5978 -1.0244 6.9330 0.426
H -0.3713 -0.9728 5.4018 0.562
C 0.1778 -4.2138 -1.5921 -1.644
C -0.1672 -3.1211 -0.6256 0.920
C -1.0984 -3.4470 0.5036 -0.814
O 0.2879 -2.0024 -0.7998 0.001
H 0.4624 -5.1269 -1.0698 0.420
H 0.9594 -3.8871 -2.2717 0.301
H -0.7274 -4.4442 -2.1628 0.358
H -1.1171 -4.5147 0.7114 0.491
H -2.1059 -3.1376 0.2060 0.177
H -0.8324 -2.8851 1.3962 0.110
S -0.4808 2.5798 -0.4253 -0.553
C -0.0175 2.9435 1.2575 0.574
C 1.3079 3.2210 1.5888 -0.313
C 1.6897 3.3718 2.9129 -0.631
C 0.7504 3.2582 3.9307 -0.541
C -0.5768 3.0122 3.6063 -0.622
C -0.9590 2.8624 2.2805 -0.375
H 2.0458 3.2927 0.7981 0.452
H 2.7278 3.5676 3.1524 0.410
H 1.0501 3.3613 4.9656 0.409
H -1.3188 2.9223 4.3902 0.403
H -1.9924 2.6490 2.0331 0.473
```

Properties
DFT total energy   -90880.1388 eV
HOMO level (spin up / spin down)   -6.59 / -6.44 eV
Spin multiplicity   2
Relative energy (zero: lowest compared OMol25 entry of this formula, charge and spin)   0.0 kJ/mol
⟨S²⟩   0.836

[6]
Below is a single C4H7N2P molecule in a non-equilibrium geometry, with properties calculated with wB97M-V/def2-TZVPD.

```
14
Properties=species:S:1:pos:R:3:mulliken_charge:R:1
C -0.1429 0.5575 -0.0299 -0.066
C -1.2109 -0.4325 0.1271 -0.014
C 1.1327 0.3619 0.1329 0.413
C -2.4904 -0.1974 0.1764 -0.467
N 2.0951 1.2986 0.3848 -0.532
N -3.6828 -0.0956 0.3724 -0.582
P 1.8403 -1.3379 0.2906 -0.133
H -0.6300 1.4401 -0.3078 0.437
H -0.9488 -1.5277 0.1933 0.041
H 2.1143 2.2428 -0.0595 0.255
H 3.0798 1.0669 0.3145 0.260
H 2.4033 -1.2449 -1.0390 0.065
H -4.1926 -0.1233 -0.4246 0.271
H 0.6329 -2.0084 -0.1313 0.052
```

Properties
DFT total energy   -16523.7760 eV
HOMO level (spin up / spin down)   -4.03 / -9.52 eV
Spin multiplicity   3
Relative energy (zero: lowest compared OMol25 entry of this formula, charge and spin)   220.1 kJ/mol
⟨S²⟩   2.022

[7]
Below is a 2-piece molecular cluster, HPS overall in a non-equilibrium geometry, with properties calculated with wB97M-V/def2-TZVPD.

```
3
Properties=species:S:1:pos:R:3:mulliken_charge:R:1
P -1.6356 0.5917 0.4318 0.126
S -0.1490 -0.5970 -0.0562 -0.203
H 1.7846 0.0054 -0.3756 0.077
```

Properties
DFT total energy   -20136.4446 eV
HOMO level (spin up / spin down)   -7.80 / -10.72 eV
Spin multiplicity   3
⟨S²⟩   2.080

Question: The highest DFT total energy belongs to which entry?
Answer: C5H7N